# C39H36ClF3IN6O3Pb

A structure of composition C39H36ClF3IN6O3Pb at a distorted geometry (ωB97M-V with the def2-TZVPD basis set, the OMol25 dataset).

```
! wB97M-V def2-TZVPD RIJCOSX def2/J DEFGRID3
* xyz 3 1
Pb 1.134 0.271 0.419
I -0.302 4.969 2.828
Cl -1.547 6.437 -2.550
F -0.389 -0.664 -7.039
F 1.599 -1.500 -6.941
F -0.125 -2.752 -6.598
O 0.712 -0.047 2.707
O -0.424 2.243 1.304
O -0.677 -1.219 0.258
N -2.759 -0.240 1.697
N 0.855 -0.694 -2.203
N 2.119 -1.238 -2.633
N -0.660 1.554 -1.271
N -0.815 1.169 4.389
N 2.697 -1.456 1.081
C -0.924 5.480 -0.125
C -2.892 -1.236 -0.516
C -3.775 -1.577 -1.539
C 2.917 -0.693 3.401
C 0.443 -2.318 -3.948
C -1.493 -1.602 -0.602
C 0.445 -1.206 -4.909
C 3.944 -1.980 -1.022
C -3.417 -0.582 0.640
C 3.352 -0.923 -1.961
C -1.468 3.390 -3.246
C -2.110 1.773 4.574
C 0.480 0.065 -4.515
C -2.895 1.698 3.267
C 0.177 1.132 5.222
C -3.359 0.271 2.907
C 0.509 0.445 -3.064
C -0.846 1.080 -2.607
C -1.343 2.101 -3.581
C 2.459 0.602 5.839
C -1.162 3.836 -1.910
C 0.184 -1.980 -2.500
C 0.389 -1.536 -6.390
C -3.408 -2.380 -2.641
C 1.539 -2.514 -2.892
C -0.808 2.801 -0.975
C -2.138 -2.872 -2.680
C -1.189 5.149 -1.486
C -0.647 4.528 0.805
C 3.218 -1.508 2.251
C 3.890 -0.631 4.402
C 1.650 -0.064 3.604
C 3.057 -2.484 0.122
C 1.422 0.540 4.893
C -4.415 -2.707 -3.687
C 4.793 0.151 6.615
C -0.596 3.138 0.467
C 3.706 0.054 5.604
C -1.059 -2.510 -1.726
H 2.120 -2.892 -0.267
H 4.245 -2.846 -1.613
H -3.765 2.349 3.355
H -0.962 6.523 0.156
H -4.803 -1.249 -1.478
H 5.769 0.148 6.137
H 4.844 -1.110 4.227
H -1.604 1.746 -4.564
H -4.602 -1.830 -4.306
H -1.820 4.121 -3.954
H -4.445 0.246 2.800
H 2.270 1.108 6.774
H -3.086 -0.414 3.716
H 4.856 -1.555 -0.597
H 3.599 -3.297 0.620
H 0.061 -3.257 -4.323
H -2.655 1.268 5.380
H -5.363 -2.998 -3.241
H -1.991 2.821 4.867
H -2.262 2.091 2.470
H -4.071 -3.507 -4.334
H 0.479 0.869 -5.231
H -4.490 -0.405 0.646
H 0.052 1.565 6.211
H 3.973 -2.275 2.445
H -0.567 0.793 3.458
H 3.188 0.022 -1.427
H -1.885 -3.584 -3.451
H -1.743 -0.389 1.696
H 2.051 -3.451 -2.766
H 4.684 1.052 7.211
H -1.559 0.243 -2.551
H 4.104 -0.721 -2.735
H -0.719 -3.440 -1.240
H 1.293 1.197 -2.914
H 4.756 -0.701 7.294
*
```

Lowest unoccupied orbital energy: -9.68 eV
E_tot: -90106.9841 eV
Kohn-Sham gap: 5.66 eV

Results of the Mulliken charge analysis, in e, for atoms 1 through 2: Pb 1.503; I 0.135

=====

# C39H36ClIIrN8O6S2

A structure of composition C39H36ClIIrN8O6S2 (ωB97M-V with the def2-TZVPD basis set, the OMol25 dataset).

```
! wB97M-V def2-TZVPD RIJCOSX def2/J DEFGRID3
* xyz 2 2
Ir 0.820 -0.264 -0.241
I 2.721 -4.094 -4.355
Cl -5.685 -1.059 1.386
S -0.398 -0.033 -2.268
S 0.937 -0.243 2.563
O 1.904 -0.659 1.496
O -2.520 -4.122 2.568
O 1.338 0.829 3.424
O -0.814 -4.005 0.482
O 0.242 -2.205 -0.213
O -3.849 -2.574 3.433
N 1.575 1.680 -3.119
N -2.208 1.361 -0.042
N 2.329 -0.914 -1.515
N -0.285 0.171 1.568
N -3.698 -0.810 -0.392
N -2.450 -1.233 -0.683
N 1.525 1.608 -0.023
N 0.913 0.212 -4.598
C 0.754 0.651 -3.362
C 1.937 0.983 -5.316
C -1.456 0.740 2.118
C -6.455 1.403 -1.308
C -2.134 -2.098 0.251
C -3.287 1.435 -0.972
C 3.120 -2.448 -3.158
C -4.150 -1.394 0.756
C -1.738 0.679 3.459
C -3.219 -2.998 2.502
C 0.704 -2.917 2.929
C -2.448 1.324 1.261
C 0.406 -4.035 3.682
C -3.952 1.539 3.235
C 0.324 -0.965 -5.212
C -0.370 -5.136 5.805
C -2.981 1.053 4.026
C 4.348 -1.801 -3.192
C 2.136 -1.983 -2.301
C -5.501 0.400 -1.504
C -0.830 -2.823 0.179
C 0.366 -1.536 4.889
C 2.268 2.119 -4.335
C -3.723 1.788 1.822
C 2.354 3.791 1.129
C 4.542 -0.707 -2.364
C -3.407 2.735 -1.637
C -4.223 3.623 -1.103
C -4.159 0.404 -0.998
C 0.063 -2.665 5.622
C 0.638 -1.662 3.528
C -5.169 3.248 0.006
C 1.896 2.566 0.486
C -3.169 -2.244 1.212
C 1.430 4.191 2.288
C 0.045 -3.928 5.025
C -6.396 2.585 -0.611
C 3.513 -0.288 -1.544
C -4.762 2.476 1.237
H -1.011 0.257 4.130
H -4.318 4.624 -1.505
H 0.443 -5.010 3.214
H 2.795 0.338 -5.512
H -7.316 3.149 -0.536
H 3.372 3.607 1.478
H 1.176 -2.468 -2.222
H -5.843 -0.535 -1.928
H 1.829 5.088 2.756
H -0.269 -0.668 -6.077
H 5.488 -0.185 -2.342
H 1.115 -1.643 -5.537
H -7.435 1.175 -1.712
H -5.595 2.554 1.932
H 3.636 0.554 -0.878
H -5.540 4.181 0.444
H 5.140 -2.152 -3.839
H -0.084 -5.053 6.852
H -4.919 1.794 3.643
H -0.158 -2.570 6.676
H -0.312 -1.472 -4.492
H -2.749 2.965 -2.467
H -3.145 0.896 5.081
H 3.338 2.216 -4.164
H -1.990 -4.270 1.751
H 1.875 3.077 -4.673
H 1.409 2.282 -2.331
H 0.990 -3.019 1.893
H 1.376 3.396 3.027
H 0.433 -0.573 5.380
H 1.548 1.342 -6.268
H -1.320 0.991 -0.361
H 2.401 4.569 0.364
H 0.427 4.409 1.925
H -1.457 -5.234 5.762
H 0.061 -6.045 5.391
*
```

Lowest unoccupied orbital energy (alpha / beta): -6.44 / -6.51 eV
E_tot: -110350.7484 eV
Energy above the lowest of the compared OMol25 structures with the same formula, charge and spin: 89.74 kcal per mole
Kohn-Sham gap (alpha / beta): 6.04 / 6.35 eV
⟨S²⟩: 0.7970

Results of the Mulliken charge analysis, in e, for atoms 1 through 2: Ir 2.846; I 0.199

=====

# C39H36ClN3Si2Ti

A structure of composition C39H36ClN3Si2Ti at a distorted geometry (ωB97M-V with the def2-TZVPD basis set, the OMol25 dataset).

```
! wB97M-V def2-TZVPD RIJCOSX def2/J DEFGRID3
* xyz 1 2
Ti -0.060 -0.243 2.710
Cl 2.832 -0.083 -0.666
Si 1.340 0.112 -2.937
Si 0.498 0.082 -0.749
N 0.480 1.547 3.679
N 1.544 -1.058 3.796
N 1.562 0.540 5.534
C -2.129 0.222 3.202
C 2.686 -3.140 4.112
C -2.360 -2.789 -1.716
C -2.042 4.003 -1.266
C 0.114 -2.716 -0.424
C 1.030 -1.411 -4.013
C -1.786 -1.550 -1.430
C 1.360 2.281 -5.003
C 0.067 -2.513 -5.982
C -0.767 1.601 -4.067
C -1.413 2.568 -4.836
C -0.666 3.965 -1.527
C -0.424 -1.526 -0.997
C 2.832 -1.472 5.796
C -0.691 3.370 -5.717
C 0.429 3.991 5.094
C 1.085 -3.838 -4.254
C -1.502 -0.275 4.400
C 1.016 1.660 4.917
C -1.108 -1.621 4.160
C 1.868 -2.318 3.370
C -0.582 1.633 -0.790
C -0.121 2.651 3.145
C 0.693 3.205 -5.811
C -0.150 3.862 3.818
C 1.025 2.864 5.638
C 1.986 -0.675 5.016
C -2.097 -0.833 2.224
C -0.504 -3.941 -0.678
C 1.422 -2.678 -3.547
C 3.206 -2.731 5.350
C 0.420 -1.339 -5.293
C -1.916 1.752 -0.331
C -2.650 2.912 -0.612
C 0.347 -3.768 -5.441
C -1.453 -1.970 2.820
C -1.695 -3.973 -1.406
C 0.635 1.508 -4.075
C 0.076 2.821 -1.191
H -0.156 4.814 -2.000
H -2.136 -4.932 -1.674
H -2.594 -0.822 1.256
H 3.875 -3.385 5.909
H 0.403 4.945 5.622
H -1.358 0.956 -3.413
H -0.049 -4.863 -0.298
H -1.381 -2.957 2.373
H 3.193 -1.053 6.734
H -2.626 4.886 -1.541
H -0.418 -2.451 -6.961
H 1.008 -2.671 0.223
H -1.207 4.128 -6.311
H 1.407 -4.807 -3.873
H 0.397 -0.141 0.835
H -3.693 2.963 -0.306
H 0.201 -0.376 -5.758
H -2.680 1.156 3.104
H 1.980 -2.764 -2.611
H 1.439 -2.663 2.423
H -3.361 -2.811 -2.158
H -1.539 0.196 5.379
H 2.907 -4.121 3.706
H -0.590 2.538 2.163
H 1.238 3.834 -6.514
H -2.376 0.964 0.270
H 0.038 -4.682 -5.964
H -0.637 4.699 3.335
H 2.445 2.155 -5.083
H 2.791 0.426 -3.351
H 1.172 2.785 -1.278
H -2.485 2.706 -4.719
H 1.519 2.856 6.609
H 1.991 0.746 6.438
H -2.381 -0.620 -1.518
H -0.775 -2.317 4.929
*
```

Lowest unoccupied orbital energy (alpha / beta): -4.09 / -4.01 eV
E_tot: -96884.5087 eV
Energy above the lowest of the compared OMol25 structures with the same formula, charge and spin: 0.00 kcal per mole
Kohn-Sham gap (alpha / beta): 5.18 / 5.27 eV
⟨S²⟩: 0.7535

Results of the Mulliken charge analysis, in e, for atoms 1 through 2: Ti -0.387; Cl -0.445

=====

# C39H36P3PdSe2

A structure of composition C39H36P3PdSe2 at a distorted geometry (ωB97M-V with the def2-TZVPD basis set, the OMol25 dataset).

```
! wB97M-V def2-TZVPD RIJCOSX def2/J DEFGRID3
* xyz 3 1
Pd -0.262 -0.180 -0.031
Se -0.069 -0.503 -2.465
Se 1.684 1.171 -0.352
P 1.294 1.227 -2.532
P 0.935 -1.622 1.339
P -1.570 0.237 2.075
C -2.357 3.678 0.014
C -5.487 -0.079 3.079
C -1.079 -3.357 0.627
C -1.253 -4.533 3.143
C 3.852 -2.901 -1.260
C 5.114 0.851 -3.817
C -2.507 0.940 -0.409
C 0.622 3.911 -2.305
C -4.220 0.119 5.127
C 2.545 0.513 -4.846
C -2.052 -4.983 2.101
C 1.538 -0.869 2.881
C 4.568 -3.749 -0.430
C 4.018 1.045 -2.992
C 2.753 -2.209 -0.775
C -0.269 2.707 -4.211
C -3.096 0.086 3.006
C -2.875 1.819 -1.432
C 4.928 0.493 -5.144
C -2.043 1.437 0.817
C -4.321 -0.063 2.342
C -0.269 0.944 3.116
C -1.961 2.820 1.021
C 3.087 -3.235 1.386
C -0.674 5.061 -3.970
C 0.561 -0.148 3.806
C 0.468 2.727 -3.022
C -1.969 -4.394 0.844
C 0.051 5.078 -2.787
C -0.838 3.877 -4.681
C -0.279 -2.893 1.675
C 2.367 -2.366 0.550
C -3.039 0.120 4.405
C -5.438 0.013 4.467
C 2.733 0.882 -3.508
C 4.184 -3.918 0.894
C -0.362 -3.488 2.936
C 3.646 0.319 -5.658
C -2.805 3.180 -1.212
H -0.985 -2.942 -0.374
H 5.786 0.343 -5.786
H 1.138 0.324 4.601
H 2.373 -0.224 2.589
H -2.098 0.180 4.934
H -1.401 3.869 -5.605
H 3.510 0.034 -6.692
H 0.256 -3.156 3.760
H 4.176 1.321 -1.956
H -4.189 0.194 6.206
H -1.621 3.224 1.966
H -6.441 -0.164 2.576
H 1.989 -1.710 3.415
H -3.238 1.431 -2.374
H 2.207 -1.559 -1.443
H 0.358 1.535 2.441
H -2.716 -0.127 -0.537
H 0.182 6.004 -2.244
H 1.195 3.940 -1.386
H 4.144 -2.777 -2.294
H 2.793 -3.409 2.413
H 5.425 -4.288 -0.813
H -2.337 4.747 0.183
H 4.736 -4.584 1.543
H -2.734 -5.806 2.266
H -0.404 1.791 -4.776
H -1.313 -5.000 4.116
H -0.699 1.631 3.846
H -6.355 -0.010 5.040
H -4.369 -0.127 1.263
H -0.084 -0.881 4.295
H -3.112 3.867 -1.989
H -1.110 5.977 -4.348
H -2.582 -4.760 0.032
H 6.114 0.981 -3.425
H 1.552 0.367 -5.259
*
```

Lowest unoccupied orbital energy (alpha / beta): -11.40 / -11.40 eV
E_tot: -203041.8878 eV
Energy above the lowest of the compared OMol25 structures with the same formula, charge and spin: 28.78 kcal per mole
Kohn-Sham gap (alpha / beta): 5.20 / 5.19 eV

Results of the Mulliken charge analysis, in e, for atoms 1 through 2: Pd 0.082; Se -0.173

=====

# C39H37AsN3O2RhS2Si

A structure of composition C39H37AsN3O2RhS2Si (ωB97M-V with the def2-TZVPD basis set, the OMol25 dataset).

```
! wB97M-V def2-TZVPD RIJCOSX def2/J DEFGRID3
* xyz -1 2
Rh 0.812 1.664 -1.532
As -0.105 2.226 0.610
S -1.580 3.824 -1.778
S 0.222 5.338 -0.674
Si -2.098 0.748 -4.023
O -0.646 -3.610 2.821
O 1.320 0.574 -3.273
N 3.516 -4.348 -2.017
N 2.411 0.322 -0.842
N 3.209 -4.969 -0.983
C 3.092 -3.024 -2.276
C -1.840 -0.068 0.384
C -1.819 1.280 0.728
C -1.036 3.792 2.851
C -0.724 6.279 1.701
C -2.460 0.583 -5.863
C 1.040 -3.841 -0.371
C 1.506 -4.607 2.267
C 3.784 -0.872 0.700
C -1.321 -0.848 -3.432
C 3.064 0.265 0.295
C 2.429 -4.898 1.269
C -4.208 1.193 1.054
C 0.339 -3.934 1.933
C -3.701 1.038 -3.097
C -0.960 2.245 -3.836
C 2.067 -1.567 -3.934
C -0.629 2.585 -2.417
C -3.015 1.906 1.059
C 2.439 0.333 4.160
C 1.476 -0.444 3.535
C -4.216 -0.156 0.729
C 1.800 2.195 2.780
C -3.027 -0.787 0.394
C -0.387 5.142 0.949
C 2.597 1.661 3.781
C 3.783 -1.982 -0.095
C 0.674 0.096 2.536
C -0.554 3.884 1.546
C -1.190 6.175 2.997
C 0.109 -3.563 0.608
C -1.353 4.924 3.583
C 1.900 -0.531 -3.005
C 2.229 -4.504 -0.044
C 2.478 -0.745 -1.689
C 2.656 -2.770 -3.563
C -0.490 -4.052 4.152
C 3.109 -1.952 -1.337
C 0.831 1.419 2.143
H 4.306 -0.858 1.647
H -0.793 -0.668 -2.497
H -4.382 0.192 -3.238
H -2.993 1.456 -6.247
H 1.709 -1.412 -4.944
H 1.347 -1.482 3.813
H -1.723 4.830 4.597
H -0.594 -1.229 -4.152
H -0.612 7.249 1.234
H 2.738 -3.580 -4.280
H 4.315 -2.873 0.209
H -1.437 7.072 3.552
H -0.918 -0.552 0.082
H -1.481 3.082 -4.316
H -0.466 -5.145 4.208
H 3.018 1.140 0.926
H 3.328 -5.455 1.503
H -3.026 -1.834 0.115
H -5.148 -0.709 0.722
H -3.509 1.143 -2.026
H -0.065 -0.537 2.061
H 1.703 -4.924 3.281
H 3.063 -0.090 4.938
H -2.088 -1.610 -3.268
H -3.026 2.962 1.296
H 0.838 -3.542 -1.391
H 1.934 3.231 2.485
H -1.531 0.478 -6.428
H -0.815 -3.053 0.367
H -1.161 2.815 3.305
H 3.343 2.281 4.263
H -0.064 1.992 -4.407
H -5.134 1.700 1.296
H -4.204 1.947 -3.435
H 0.421 -3.654 4.609
H -3.074 -0.300 -6.060
H -1.353 -3.681 4.698
*
```

Lowest unoccupied orbital energy (alpha / beta): 2.24 / 2.01 eV
E_tot: -143004.5841 eV
Energy above the lowest of the compared OMol25 structures with the same formula, charge and spin: 2.54 kcal per mole
Kohn-Sham gap (alpha / beta): 5.92 / 6.27 eV
⟨S²⟩: 0.7606

Results of the Mulliken charge analysis, in e, for atoms 1 through 2: Rh -0.226; As 2.435

=====

Which of these has the highest E_tot?
C39H36ClF3IN6O3Pb

=====

E_tot of number 1 (C39H36ClF3IN6O3Pb)?
-90106.9841 eV

=====

Number 3 is which compound?
C39H36ClN3Si2Ti